DFT (ωB97M-V/def2-TZVPD) results for a 2-piece molecular cluster, C4H7N2S2 overall at a distorted geometry.

Atoms and positions in Å:
C -2.482850 -1.295909 -0.185087
C -2.687031 -0.058058 -0.626882
C 1.692764 0.710933 0.210337
C -1.457969 -1.415314 0.759964
N 2.695697 -0.026354 0.457648
N 1.740337 1.684423 -0.640835
S -1.644276 1.163952 -0.076037
S -0.497308 0.033886 1.149639
H -2.887536 -2.288902 -0.462363
H -3.264781 0.176063 -1.594894
H -0.994114 -2.370422 1.093559
H 2.578268 -0.832740 1.121810
H 3.744662 0.039894 0.136579
H 0.907607 2.283021 -0.540334
H 2.556525 2.195520 -0.803100

Cartesian forces (eV/Å) of the 6 atoms listed first:
C 1.21 -2.61 1.18
C -1.02 1.40 -3.28
C -1.52 -0.54 0.35
C 2.05 1.14 1.21
N 4.39 -2.99 1.32
N -2.41 1.65 0.02

charge: +1
Kohn-Sham gap (alpha / beta): 6.96 / 6.96 eV

=====

DFT (ωB97M-V/def2-TZVPD) results for the molecule C17H13F3N2O3S.

Atoms and positions in Å:
O 3.719524 2.629128 0.448163
C 2.967246 1.690506 0.297913
N 3.399548 0.399466 0.295430
H 2.757599 -0.340903 0.060966
C 4.807872 0.079074 0.362597
C 5.150264 -0.781249 -0.855017
O 5.321185 -0.386100 -1.969319
S 5.180796 -2.486861 -0.403270
C 4.792256 -2.163638 1.356330
C 5.177818 -0.714790 1.611359
H 6.254105 -0.640927 1.772145
H 4.664544 -0.320570 2.488049
H 3.727895 -2.345041 1.504457
H 5.359932 -2.866542 1.960937
H 5.337801 1.036987 0.305487
C 1.499295 1.858911 0.122845
C 0.554517 0.929495 0.534412
N -0.747508 1.098472 0.383039
C -1.185010 2.209932 -0.183159
C -0.325373 3.234631 -0.605026
C 1.026805 3.049088 -0.443225
H 1.740325 3.801010 -0.744501
H -0.738521 4.130228 -1.038142
O -2.504840 2.435230 -0.334072
C -3.473037 1.497041 -0.093146
C -3.284851 0.124509 -0.188716
C -4.364692 -0.718177 0.034779
C -5.624857 -0.220678 0.331872
C -5.802311 1.150846 0.407978
C -4.738534 2.005404 0.197646
H -4.864429 3.075185 0.253661
H -6.776774 1.553445 0.635453
H -6.448442 -0.895824 0.502423
C -4.163063 -2.201903 -0.097949
F -4.374177 -2.626927 -1.360615
F -4.996432 -2.912997 0.676341
F -2.920285 -2.593942 0.220834
H -2.315090 -0.283501 -0.418261
H 0.825229 0.009089 1.035850

Cartesian forces (eV/Å) of the 6 atoms listed first:
O 0.07 0.30 -0.06
C -0.11 -0.25 0.10
N -0.01 -0.35 -0.01
H -0.04 0.13 -0.07
C 0.20 0.46 0.33
C 0.02 0.01 0.04

Kohn-Sham gap: 9.42 eV

=====

DFT (ωB97M-V/def2-TZVPD) results for a 2-piece molecular cluster, C2H9NO overall at a distorted geometry.

Atoms and positions in Å:
C -1.035405 -1.312894 0.760732
N 1.652331 0.312164 -2.001232
H -0.597144 -2.185148 0.365132
H -1.327573 -1.403758 1.913717
H -2.058785 -1.168935 0.317288
H 1.687044 -0.773508 -1.980638
H 1.381492 0.405663 -2.973307
H 0.784586 0.530348 -1.459105
C -0.126534 1.151642 1.071855
O -0.303622 -0.142567 0.374716
H -0.694520 1.324535 2.057769
H 1.037306 1.215475 1.231646
H -0.399177 2.046985 0.321429

Cartesian forces (eV/Å) of the 6 atoms listed first:
C -3.12 2.92 2.42
N -0.74 -2.36 0.18
H 0.92 -0.97 -0.33
H 1.24 0.15 -2.11
H 0.60 -0.54 0.14
H 0.00 2.17 0.52

charge: -1
2S+1: 2
Kohn-Sham gap (alpha / beta): 3.01 / 10.02 eV

=====

DFT (ωB97M-V/def2-TZVPD) results for an isolated ion of composition C6H13N2O and charge +1 at a distorted geometry.

Atoms and positions in Å:
C 0.347127 2.427587 -0.271367
C -1.555835 -0.402627 -0.446135
C -0.909197 -1.246838 0.597789
C 1.256679 3.204082 0.690050
C -0.737905 -2.703090 0.412361
C 0.702595 -0.747986 -1.391010
N 0.391801 1.215990 0.331313
N -0.120008 -0.392211 -0.213544
O -0.266281 2.915305 -1.148101
H -1.837960 -0.745496 -1.401812
H -2.040973 0.469104 -0.156452
H -0.976426 -0.883744 1.561294
H 2.253458 2.941312 0.763332
H 1.136172 4.294134 0.244471
H 0.721782 3.215282 1.699616
H -0.967822 -3.017447 -0.546750
H -1.440324 -3.240352 1.018574
H 0.332453 -3.005568 0.714760
H 1.507126 -1.319424 -0.900951
H 0.043242 -1.560737 -1.971314
H 0.959165 0.104036 -2.036864
H 0.895177 1.171443 1.211447

Cartesian forces (eV/Å) of the 6 atoms listed first:
C 1.06 0.80 1.39
C 0.23 -0.30 0.91
C -0.98 -1.09 -1.17
C -3.50 4.23 0.05
C 2.28 -0.46 1.99
C -0.99 -3.34 0.11

charge: +1
Kohn-Sham gap: 9.56 eV

=====

DFT (ωB97M-V/def2-TZVPD) results for the molecule C4H8FP at a distorted geometry.

Atoms and positions in Å:
C -0.221600 -0.064564 0.719940
C 0.824758 1.522770 -0.873609
C -1.118690 -2.621110 0.065275
C 0.537556 1.370372 0.566288
F -0.572657 -0.453046 1.998675
P -0.383291 -1.090381 -0.586168
H 1.355915 0.650458 -1.376147
H 1.336945 2.461391 -1.061391
H -0.156503 1.555286 -1.310904
H -1.316880 -2.503370 1.160726
H -2.006666 -2.885082 -0.537793
H -0.560603 -3.472642 -0.275435
H -0.011507 2.250172 1.042827
H 1.422628 1.167054 1.132941

Cartesian forces (eV/Å) of the 6 atoms listed first:
C 0.48 1.24 0.58
C 0.41 -0.14 -1.36
C -1.09 0.29 0.41
C -1.73 -2.45 1.90
F 0.35 0.80 -0.80
P 0.00 0.10 -0.61

Kohn-Sham gap: 9.82 eV

=====

Across the entries above, energy relative to the best compared isomer or geometry (same formula, charge and spin) takes the values 2.949, 0.000, 1.598, 5.144, 0.433 eV, respectively.
Across the entries above, energy takes the values -1062.1601, -1688.6945, -211.4655, -420.7640, -598.3584 a.u., respectively.